# 1
A structure of composition C20H28CoN2Si in a non-equilibrium geometry. Source: the Open Molecules 2025 dataset; level of theory: ωB97M-V/def2-TZVPD.

Last column: Mulliken charge in e.
Element x y z (Å)
C (0.50096, 2.13387, 2.12692)  -1.413
C (-0.45939, 1.82109, 1.10699)  -0.106
C (-1.63703, 1.25412, 1.76185)  -0.322
H (-0.44529, 2.14962, 0.06783)  1.005
C (-1.36948, 1.30106, 3.17991)  -0.725
C (-0.07606, 1.83917, 3.37903)  -0.520
H (0.37184, 2.08250, 4.34384)  0.534
H (1.45364, 2.63457, 1.95643)  0.576
H (-2.60359, 1.14926, 1.27136)  0.701
H (-2.11082, 1.09644, 3.95948)  0.561
Co (-0.39334, -0.29883, 1.29474)  -0.778
C (-1.25891, -2.39961, -1.39652)  -1.378
H (-2.31666, -2.31379, -1.11347)  0.375
H (-0.78417, -3.20218, -0.81654)  0.372
H (-1.19348, -2.60685, -2.47345)  0.411
Si (-0.32817, -0.72385, -1.21222)  0.313
C (1.39922, -0.72384, -1.94073)  0.472
C (2.11501, 0.48354, -1.88371)  -0.079
H (1.60698, 1.41336, -1.59650)  0.389
C (3.48554, 0.51086, -2.15621)  -0.789
H (4.03475, 1.45273, -2.06922)  0.404
C (4.14033, -0.66741, -2.53487)  -0.495
H (5.21267, -0.64932, -2.74068)  0.381
C (3.41886, -1.86098, -2.65198)  -0.546
H (3.92625, -2.76888, -2.96950)  0.406
C (2.04897, -1.89210, -2.35263)  -0.611
H (1.48148, -2.82372, -2.42264)  0.351
C (-1.41252, 0.58055, -2.00369)  0.161
C (-0.92157, 1.39738, -3.03056)  -0.091
H (0.07419, 1.21586, -3.43999)  0.435
C (-1.70648, 2.45171, -3.51273)  -0.642
H (-1.29699, 3.11222, -4.27971)  0.409
C (-2.99607, 2.66334, -3.01278)  -0.520
H (-3.60245, 3.48888, -3.38653)  0.388
C (-3.50905, 1.80920, -2.03036)  -0.732
H (-4.51444, 1.95304, -1.63541)  0.398
C (-2.72331, 0.75896, -1.53510)  -0.164
H (-3.13813, 0.07951, -0.78228)  0.489
H (-1.21868, -1.06900, 0.26531)  0.209
H (0.31882, 0.18580, -0.09275)  0.365
N (-0.98691, -1.59362, 2.70297)  -0.395
C (0.01667, -1.61113, 3.82361)  -0.507
C (1.42676, -1.34958, 3.30808)  -0.573
N (1.41776, -0.79648, 1.90530)  -0.242
H (-1.09207, -2.52821, 2.29944)  0.318
H (-1.92115, -1.34879, 3.03895)  0.264
H (-0.25788, -0.83877, 4.55229)  0.271
H (-0.00656, -2.59240, 4.31581)  0.449
H (1.95690, -0.63588, 3.96065)  0.258
H (1.99934, -2.29325, 3.32087)  0.372
H (2.01129, 0.03374, 1.86066)  0.282
H (1.86246, -1.46392, 1.27049)  0.308

Results
Total charge = +1
Frontier orbital gap (alpha / beta) = 0.284 / 0.254 Eh
Relative energy (zero: lowest compared OMol25 entry of this formula, charge and spin) = 0.000 eV
HOMO (alpha / beta) = -10.3 / -11.7 eV
<S²> = 6.04
E_LUMO (alpha / beta) = -2.6 / -4.8 eV
2S+1 = 5



# 2
A structure of composition C20H28F6N3O4P2RhS2 in a non-equilibrium geometry. Source: the Open Molecules 2025 dataset; level of theory: ωB97M-V/def2-TZVPD.

Last column: Mulliken charge in e.
Element x y z (Å)
Rh (0.07589, 0.49213, 0.21895)  -0.857
C (-1.38097, -2.57200, 1.76656)  -1.591
P (0.04690, -1.65470, 1.14336)  1.499
C (0.87974, -1.26643, 2.72525)  -0.057
N (1.56466, -2.19137, 3.34366)  -0.141
C (2.15893, -1.88894, 4.52340)  0.184
C (2.93076, -2.85937, 5.19944)  -0.629
C (3.53460, -2.52478, 6.37412)  -0.583
C (3.39143, -1.22345, 6.92833)  -0.547
C (2.64547, -0.27049, 6.30454)  -0.720
C (2.01926, -0.58328, 5.07650)  0.384
N (1.30439, 0.35221, 4.41159)  -0.454
C (0.74098, 0.02431, 3.27616)  0.665
P (-0.02703, 1.36466, 2.33606)  1.227
C (0.90097, 2.81193, 2.83265)  -1.299
C (-1.79567, 1.63229, 2.76983)  1.798
C (-1.96331, 1.76528, 4.28438)  -1.674
C (-2.61748, 0.46751, 2.22374)  -1.354
C (-2.20441, 2.92196, 2.02844)  -1.691
C (1.01745, -2.84171, 0.08209)  1.697
C (2.19944, -2.09048, -0.51466)  -2.074
C (1.49240, -4.07301, 0.85180)  -1.674
C (0.01696, -3.23367, -1.02390)  -1.775
H (-0.99948, -3.56899, 1.99445)  0.360
H (-2.17968, -2.64603, 1.02754)  0.489
H (-1.77523, -2.12026, 2.66680)  0.536
H (3.02333, -3.84793, 4.77040)  0.507
H (4.13301, -3.25865, 6.89707)  0.440
H (3.88531, -0.99138, 7.86249)  0.441
H (2.52047, 0.71914, 6.72312)  0.500
H (0.58923, 3.05140, 3.84873)  0.409
H (0.69579, 3.64930, 2.16562)  0.416
H (1.96194, 2.58913, 2.80072)  0.442
H (-1.56570, 0.90499, 4.82398)  0.352
H (-3.03214, 1.82939, 4.50138)  0.482
H (-1.49911, 2.67104, 4.67322)  0.414
H (-2.48142, -0.42814, 2.81919)  0.283
H (-2.37433, 0.23895, 1.17057)  0.213
H (-3.67718, 0.72550, 2.25082)  0.567
H (-1.69486, 3.80314, 2.41831)  0.343
H (-3.27582, 3.08069, 2.16039)  0.526
H (-2.01523, 2.85428, 0.95280)  0.367
H (2.89779, -1.77052, 0.25592)  0.419
H (1.88431, -1.21669, -1.08436)  0.350
H (2.73669, -2.74613, -1.20109)  0.680
H (2.12084, -3.81752, 1.69755)  0.354
H (2.09038, -4.66267, 0.15307)  0.523
H (0.66968, -4.69875, 1.19798)  0.416
H (-0.42693, -2.35955, -1.51297)  0.357
H (-0.78417, -3.86926, -0.64557)  0.401
H (0.54790, -3.79564, -1.79345)  0.495
F (-0.25469, 3.69862, -2.48155)  -0.184
C (0.74312, 3.39321, -1.69234)  0.720
F (0.21627, 3.05797, -0.45651)  -0.157
F (1.54945, 4.40952, -1.52180)  -0.198
S (1.63574, 1.89730, -2.31423)  0.963
O (0.76400, 0.81801, -1.81600)  -0.804
O (1.77917, 2.02715, -3.70945)  -0.554
N (2.97700, 1.89954, -1.52371)  -0.487
S (3.24991, 1.19404, -0.17468)  1.074
O (1.99245, 0.96145, 0.66697)  -0.250
O (4.15246, 0.10512, -0.21365)  -0.629
C (4.02551, 2.54636, 0.82080)  0.597
F (4.11491, 2.11590, 2.07612)  -0.163
F (5.20208, 2.83345, 0.33991)  -0.164
F (3.22124, 3.60417, 0.78232)  -0.180

Results
Total charge = +2
Frontier orbital gap = 0.204 Eh
Relative energy (zero: lowest compared OMol25 entry of this formula, charge and spin) = 1.074 eV
HOMO = -14.9 eV
E_LUMO = -9.3 eV



# 3
A structure of composition C20H28N2O3PSeSiSn in a non-equilibrium geometry. Source: the Open Molecules 2025 dataset; level of theory: ωB97M-V/def2-TZVPD.

Last column: Mulliken charge in e.
Element x y z (Å)
Sn (-0.13043, 0.97141, 0.85375)  1.205
N (0.13819, 0.55808, 3.49242)  -0.444
C (1.21748, 1.50758, 3.71952)  -0.781
C (2.34901, 1.32178, 2.70871)  0.547
O (3.51657, 1.42306, 3.06827)  -0.741
N (1.93147, 1.04758, 1.48543)  -0.070
C (2.90710, 0.87391, 0.44962)  -0.619
C (2.28113, 0.28099, -0.81420)  0.228
O (2.97776, -0.31970, -1.61238)  -0.722
O (1.02161, 0.44292, -0.95886)  -0.440
H (-0.64074, 0.76883, 4.10662)  0.190
H (0.46555, -0.37283, 3.72717)  0.182
H (1.64782, 1.43255, 4.72791)  0.349
H (0.81889, 2.51439, 3.57718)  0.278
H (3.71674, 0.22444, 0.79491)  0.340
H (3.34648, 1.83733, 0.16308)  0.398
C (-1.11612, -2.41119, -0.87436)  -1.242
Si (-1.01006, -1.52936, 0.81615)  0.653
C (-2.76559, -1.46563, 1.58291)  -1.245
C (0.20452, -2.54515, 1.86621)  0.104
C (-0.20329, -3.18729, 3.03059)  -0.167
C (0.67875, -3.95992, 3.76377)  -0.521
C (1.99196, -4.09597, 3.34111)  -0.422
C (2.41636, -3.45111, 2.18990)  -0.798
C (1.52936, -2.68250, 1.45786)  -0.087
H (-1.31081, -3.47505, -0.75186)  0.484
H (-0.18769, -2.29296, -1.42132)  0.318
H (-1.90753, -1.98342, -1.48150)  0.246
H (-3.22726, -2.44665, 1.61538)  0.388
H (-3.39067, -0.81868, 0.97807)  0.305
H (-2.75697, -1.05681, 2.58642)  0.347
H (-1.22814, -3.07712, 3.35811)  0.339
H (0.34151, -4.45623, 4.66455)  0.373
H (2.68194, -4.70552, 3.90799)  0.366
H (3.44180, -3.54664, 1.86168)  0.418
H (1.86941, -2.18037, 0.56307)  0.326
C (-2.69842, -0.04223, -3.72574)  -1.432
P (-2.02940, 0.70321, -2.14615)  0.757
C (-3.37685, 1.92788, -1.83729)  -1.399
C (-0.75751, 1.76675, -2.89797)  0.727
C (0.27098, 1.16423, -3.61524)  -0.765
C (1.28343, 1.92877, -4.16097)  -0.580
C (1.29333, 3.30219, -3.97543)  -0.504
C (0.29948, 3.89540, -3.21872)  -0.652
C (-0.72131, 3.13494, -2.68032)  -0.224
H (-2.99975, 0.73259, -4.42952)  0.427
H (-3.55955, -0.66682, -3.49190)  0.435
H (-1.93533, -0.66479, -4.18711)  0.398
H (-3.59148, 2.53292, -2.71895)  0.421
H (-3.06931, 2.56324, -1.00867)  0.257
H (-4.27021, 1.38125, -1.53279)  0.402
H (0.29541, 0.08846, -3.70877)  0.122
H (2.08325, 1.45094, -4.71007)  0.361
H (2.08512, 3.90369, -4.40145)  0.362
H (0.31889, 4.95699, -3.02506)  0.382
H (-1.46640, 3.61125, -2.06449)  0.241
Se (-1.07047, 3.18433, 0.99271)  -0.821

Results
Total charge = -1
Frontier orbital gap = 0.265 Eh
HOMO = -4.6 eV
E_LUMO = 2.6 eV



# 4
The molecule C20H28N4O4 in a non-equilibrium geometry. Source: the Open Molecules 2025 dataset; level of theory: ωB97M-V/def2-TZVPD.

Last column: Mulliken charge in e.
Element x y z (Å)
C (-5.76618, -3.69188, 2.15700)  -1.688
C (-4.76617, -2.57971, 2.55566)  0.999
C (-4.28386, -2.79244, 4.00844)  -1.414
C (-5.35168, -1.15322, 2.35992)  0.563
O (-6.56215, -0.99636, 2.53427)  -0.691
N (-4.53815, -0.11726, 2.00400)  0.259
C (-5.11668, 1.20289, 1.70994)  -1.008
C (-3.07887, -0.24434, 1.81263)  -1.239
C (-2.70014, -0.53798, 0.34562)  0.712
O (-3.57006, -0.88599, -0.45240)  -0.686
N (-1.40253, -0.42386, -0.01535)  0.381
C (-0.94331, -0.63602, -1.39177)  -1.147
C (0.24493, 0.33056, -1.51607)  0.894
C (1.33598, -0.18554, -2.47784)  -1.487
N (2.37444, 0.81383, -2.74125)  -0.074
C (3.57292, 0.83942, -2.14931)  0.816
O (3.95291, 0.00353, -1.33794)  -0.679
C (4.38732, 1.93494, -2.55029)  1.004
C (4.00390, 3.25975, -2.78182)  -0.642
N (5.01192, 4.05259, -3.05369)  -0.600
O (6.14554, 3.25303, -2.91852)  -0.183
C (5.76922, 1.99412, -2.57313)  -0.498
C (6.89328, 1.00592, -2.33754)  -0.079
C (8.07941, 1.38384, -1.47828)  -0.626
C (7.07622, 0.35354, -0.98640)  -0.569
C (0.71241, 0.57237, -0.07516)  -0.477
C (-0.17192, 1.52442, 0.71243)  -0.777
C (-0.31734, 0.02034, 0.86262)  -0.409
H (-6.10873, -3.56537, 1.12837)  0.383
H (-5.31628, -4.68231, 2.22992)  0.435
H (-6.65360, -3.68222, 2.79261)  0.319
H (-3.92320, -2.69668, 1.87655)  0.126
H (-3.53376, -2.05817, 4.30422)  0.324
H (-5.11138, -2.70833, 4.71588)  0.346
H (-3.84053, -3.78028, 4.13899)  0.375
H (-6.19441, 1.25594, 1.87628)  0.347
H (-4.65248, 1.96802, 2.33181)  0.303
H (-4.93850, 1.46150, 0.66547)  0.318
H (-2.61091, 0.69386, 2.11105)  0.448
H (-2.64440, -1.00183, 2.46343)  0.255
H (-0.58300, -1.66552, -1.42923)  0.383
H (-1.70267, -0.46246, -2.15760)  0.339
H (-0.13220, 1.27258, -1.91931)  0.160
H (1.76486, -1.11381, -2.08722)  0.438
H (0.88274, -0.45651, -3.43332)  0.430
H (2.24465, 1.41915, -3.53322)  0.270
H (2.99403, 3.64466, -2.75956)  0.506
H (7.10724, 0.38873, -3.21053)  0.443
H (9.07333, 1.05917, -1.79028)  0.273
H (8.09815, 2.37495, -1.02032)  0.232
H (6.37509, 0.61188, -0.18969)  0.179
H (7.34906, -0.70260, -0.95730)  0.267
H (1.77946, 0.47775, 0.14183)  0.563
H (0.27312, 2.09115, 1.53107)  0.353
H (-0.94089, 2.10569, 0.19838)  0.229
H (-0.04642, -0.54933, 1.75572)  0.302

Results
Total charge = 0
Frontier orbital gap = 0.350 Eh
Relative energy (zero: lowest compared OMol25 entry of this formula, charge and spin) = 4.364 eV
HOMO = -9.1 eV
E_LUMO = 0.4 eV



Number 1: electronic energy -69669.8619 eV. Number 2: electronic energy -93398.8759 eV. Number 3: electronic energy -118666.7907 eV. Number 4: electronic energy -35342.7608 eV.